1.
A 11-piece molecular cluster, C44H88O27 overall in a non-equilibrium geometry. Source: the OMol25 dataset; level of theory: wB97M-V/def2-TZVPD.

Geometry as XYZ:
```
159
Properties=species:S:1:pos:R:3:mulliken_spin:R:1
C -1.481 0.250 4.084 0.0000
C -2.875 0.096 4.597 0.0000
O -2.923 -0.965 5.542 0.0000
C -4.088 -1.700 5.776 0.0000
O -5.126 -1.529 5.151 0.0000
O -3.902 -2.564 6.766 0.0000
C -5.036 -3.366 7.232 0.0000
H -0.871 0.361 4.980 0.0000
H -1.371 1.093 3.402 -0.0001
H -1.215 -0.634 3.503 0.0000
H -3.553 0.029 3.746 0.0000
H -3.165 0.981 5.165 0.0000
H -4.790 -3.982 8.097 0.0000
H -5.271 -4.018 6.391 0.0000
H -5.806 -2.619 7.422 0.0000
C -1.883 -4.609 -1.278 0.0000
C -1.291 -5.981 -0.864 0.0000
O -0.640 -5.936 0.404 0.0000
C 0.187 -6.914 0.789 0.0000
O 0.507 -7.934 0.160 0.0000
O 0.590 -6.578 2.022 0.0000
C 1.429 -7.519 2.711 0.0000
H -1.088 -3.995 -1.700 0.0000
H -2.466 -4.101 -0.509 0.0000
H -2.639 -4.849 -2.025 0.0000
H -0.634 -6.363 -1.645 0.0000
H -2.159 -6.627 -0.727 0.0000
H 1.636 -8.494 2.270 0.0000
H 0.888 -7.607 3.653 0.0000
H 2.420 -7.205 3.038 0.0000
C -4.576 1.293 0.223 -0.0001
C -3.842 2.248 1.206 0.0000
O -4.440 2.200 2.505 -0.0001
C -5.329 3.027 3.052 0.0001
O -5.727 2.938 4.192 0.0000
O -5.730 4.023 2.202 0.0000
C -6.843 4.843 2.584 0.0000
H -4.373 0.260 0.506 0.0000
H -4.352 1.451 -0.832 0.0001
H -5.654 1.417 0.319 0.0000
H -3.765 3.313 0.984 0.0000
H -2.808 1.917 1.300 0.0000
H -6.791 5.844 2.156 0.0000
H -6.989 5.012 3.651 0.0000
H -7.797 4.368 2.357 0.0000
C -1.104 0.149 -4.323 0.0001
C -2.267 1.066 -4.142 0.0000
O -2.216 1.684 -2.878 0.0000
C -1.332 2.734 -2.676 0.0000
O -0.554 3.238 -3.518 0.0000
O -1.582 3.178 -1.444 0.0000
C -0.641 4.057 -0.834 -0.0001
H -1.438 -0.580 -5.062 0.0000
H -0.903 -0.374 -3.388 -0.0001
H -0.182 0.590 -4.701 0.0000
H -3.160 0.443 -4.100 0.0000
H -2.324 1.825 -4.922 0.0000
H -0.404 4.875 -1.514 0.0000
H 0.257 3.550 -0.481 0.0000
H -1.065 4.541 0.046 0.0000
C -3.257 5.534 4.832 0.0000
C -2.019 6.153 4.182 0.0000
O -1.378 5.368 3.249 0.0000
C -0.553 4.438 3.658 0.0000
O -0.145 4.155 4.777 0.0000
O -0.316 3.756 2.545 0.0000
C 0.488 2.603 2.464 0.0000
H -3.128 4.467 5.011 0.0000
H -4.057 5.605 4.095 0.0000
H -3.543 6.025 5.762 0.0000
H -1.406 6.284 5.073 0.0000
H -2.214 7.115 3.708 0.0000
H 1.505 2.989 2.531 0.0000
H 0.205 2.034 1.578 0.0000
H 0.368 1.999 3.363 0.0000
O -7.836 -1.902 -0.363 0.0000
C -6.744 -2.133 0.136 0.0000
O -6.443 -2.119 1.467 0.0000
C -7.486 -2.158 2.459 0.0000
C -7.913 -0.710 2.806 0.0000
C -5.483 -2.237 -0.670 0.0000
H -7.156 -2.728 3.327 0.0000
H -8.330 -2.724 2.064 0.0000
H -7.174 -0.028 3.226 0.0000
H -8.578 -0.702 3.670 0.0000
H -8.406 -0.306 1.922 0.0000
H -5.631 -1.792 -1.653 0.0000
H -5.054 -3.239 -0.697 0.0000
H -4.714 -1.560 -0.300 0.0000
O 1.530 1.085 -0.087 -0.0026
C 1.219 0.488 -1.099 0.0042
O 0.377 -0.607 -1.154 0.0011
C -0.004 -1.182 0.059 -0.0004
C -1.441 -0.703 0.461 0.0002
C 1.798 0.891 -2.391 -0.0017
H 0.580 -1.154 0.979 -0.0002
H -0.111 -2.248 -0.140 0.0000
H -2.182 -0.971 -0.292 0.0000
H -1.463 0.382 0.566 -0.0002
H -1.727 -1.165 1.405 0.0001
H 1.563 0.139 -3.143 0.0001
H 2.885 0.980 -2.387 -0.0003
H 1.426 1.902 -2.558 0.0000
O 6.059 -2.062 -1.055 0.8586
C 5.995 -1.136 -0.194 -0.0008
O 6.915 -0.782 0.678 0.0470
C 8.111 -1.578 0.875 -0.0019
C 8.985 -0.949 2.018 -0.0014
C 4.714 -0.245 -0.040 0.0591
H 8.665 -1.579 -0.064 0.0031
H 7.870 -2.601 1.162 0.0031
H 9.383 0.027 1.738 -0.0002
H 9.743 -1.711 2.196 0.0023
H 8.471 -0.854 2.974 0.0007
H 4.621 -0.124 1.039 0.0159
H 3.744 -0.661 -0.311 0.0109
H 4.735 0.730 -0.528 -0.0023
O 2.844 -0.327 -5.754 0.0001
C 3.929 0.224 -5.474 -0.0001
O 4.302 1.409 -5.972 0.0000
C 3.430 2.072 -6.800 0.0000
C 4.185 3.252 -7.505 0.0000
C 5.008 -0.319 -4.546 0.0000
H 2.667 2.454 -6.121 0.0000
H 2.962 1.467 -7.576 0.0000
H 3.499 3.805 -8.146 0.0000
H 5.026 2.809 -8.038 0.0000
H 4.645 3.995 -6.854 0.0000
H 5.024 -1.401 -4.681 0.0001
H 4.702 -0.100 -3.523 -0.0009
H 6.014 0.040 -4.762 -0.0001
O 4.955 2.706 -2.375 -0.0001
C 5.269 3.184 -3.501 -0.0001
O 4.510 4.009 -4.231 0.0000
C 3.246 4.383 -3.764 0.0000
C 2.494 5.399 -4.719 0.0000
C 6.539 2.880 -4.183 0.0000
H 3.388 4.869 -2.798 0.0000
H 2.555 3.542 -3.710 0.0000
H 2.933 6.385 -4.565 0.0000
H 1.438 5.495 -4.465 0.0000
H 2.716 5.015 -5.714 0.0000
H 7.245 3.680 -3.962 0.0000
H 6.411 2.965 -5.263 0.0000
H 7.013 1.935 -3.918 0.0000
O 2.855 -2.840 0.779 0.0097
C 3.012 -3.474 -0.228 -0.0032
O 3.619 -4.594 -0.327 0.0002
C 4.269 -5.196 0.741 0.0000
C 4.457 -6.680 0.312 -0.0001
C 2.319 -3.044 -1.510 0.0027
H 3.586 -5.312 1.582 -0.0004
H 5.245 -4.769 0.970 0.0005
H 4.571 -7.432 1.093 0.0000
H 5.433 -6.690 -0.173 0.0000
H 3.763 -7.119 -0.405 0.0000
H 1.248 -2.969 -1.325 -0.0015
H 2.376 -3.896 -2.187 0.0004
H 2.784 -2.162 -1.950 -0.0015
```

* energy above the lowest of the compared OMol25 structures with the same formula, charge and spin: 0.00 kcal/mol
* frontier orbital gap (alpha / beta): 0.2689 / 0.0862 hartree
* spin multiplicity: 2
* LUMO energy (alpha / beta): -4.12 / -9.09 eV
* ⟨S²⟩: 0.756
* total charge: +1
* total energy: -102326.8116 eV

=====

2.
C12H33N3O6PS2 as an isolated structure. Source: the OMol25 dataset; level of theory: wB97M-V/def2-TZVPD.

Geometry as XYZ:
```
57
Properties=species:S:1:pos:R:3:nbo_charge:R:1
C -1.139 -0.157 2.930 -0.6109
C 0.253 -0.352 2.303 -0.7305
P 0.459 -1.336 0.745 0.5615
C -1.208 -1.453 -0.008 -0.7422
C -1.471 -0.161 -0.811 -0.6116
S 1.062 -3.299 1.485 2.0502
O 2.271 -3.538 0.707 -1.0037
O 1.249 -3.188 2.922 -0.9859
N 0.036 -4.450 1.055 -1.2531
S -1.443 -4.523 1.610 2.1771
O -2.387 -4.746 0.536 -0.9857
O -1.779 -3.510 2.592 -0.9929
H -1.229 -0.728 3.854 0.2230
H -1.949 -0.459 2.272 0.2088
H -1.298 0.897 3.185 0.1852
H 0.905 -0.864 3.016 0.2691
H 0.719 0.612 2.082 0.2116
H -2.003 -1.639 0.707 0.2358
H -1.162 -2.322 -0.670 0.2533
H -0.842 0.667 -0.470 0.2001
H -2.511 0.149 -0.702 0.2114
H -1.249 -0.311 -1.870 0.2067
H -1.406 -5.699 2.276 -0.0759
C -5.616 4.832 -1.111 -0.6132
C -5.239 3.496 -1.742 -0.0790
C -4.917 2.395 -0.725 -0.0717
O -3.658 2.523 -0.101 -0.5433
C -3.598 3.389 1.012 -0.2454
N -4.156 3.711 -2.703 -0.8302
H -4.734 5.357 -0.741 0.2019
H -6.089 5.475 -1.854 0.2155
H -6.309 4.698 -0.279 0.2015
H -6.106 3.139 -2.308 0.1829
H -4.879 1.441 -1.257 0.1882
H -5.709 2.320 0.033 0.1613
H -4.531 3.363 1.585 0.1642
H -3.390 4.423 0.722 0.1594
H -2.786 3.039 1.648 0.1975
H -3.982 2.854 -3.219 0.3552
H -3.300 3.878 -2.182 0.3574
C 5.230 0.348 -0.506 -0.6113
C 4.685 -1.067 -0.326 -0.0852
C 5.762 -2.157 -0.333 -0.0764
O 6.309 -2.458 -1.610 -0.5486
C 7.328 -1.594 -2.050 -0.2422
N 3.620 -1.303 -1.290 -0.8329
H 5.480 0.547 -1.550 0.1914
H 4.471 1.072 -0.212 0.2176
H 6.124 0.517 0.099 0.1914
H 4.220 -1.125 0.664 0.2052
H 5.302 -3.083 0.015 0.2075
H 6.578 -1.900 0.359 0.1478
H 7.953 -1.257 -1.214 0.1596
H 6.937 -0.713 -2.566 0.1608
H 7.953 -2.152 -2.749 0.1783
H 3.147 -2.169 -1.042 0.3926
H 4.023 -1.434 -2.213 0.3405
```

* frontier orbital gap: 0.2777 hartree
* LUMO energy: 2.50 eV
* total charge: -1
* total energy: -60693.4478 eV

=====

3.
A 2-piece molecular cluster, CHClO2S overall in a non-equilibrium geometry. Source: the OMol25 dataset; level of theory: wB97M-V/def2-TZVPD.

Geometry as XYZ:
```
6
Properties=species:S:1:pos:R:3:nbo_charge:R:1
C -0.773 -1.335 -0.378 0.3307
O 1.779 -1.642 -0.527 -0.9228
O -1.945 -1.202 -0.228 -0.3764
S 0.684 -0.656 -0.600 0.9654
Cl -0.100 2.032 1.338 -0.2715
H 0.355 2.804 0.395 0.2746
```

* energy above the lowest of the compared OMol25 structures with the same formula, charge and spin: 36.57 kcal/mol
* frontier orbital gap: 0.2733 hartree
* LUMO energy: -1.70 eV
* total energy: -28503.2499 eV

=====

4.
An isolated ion of composition C2H4BrClN3 and charge +1 in a non-equilibrium geometry. Source: the OMol25 dataset; level of theory: wB97M-V/def2-TZVPD.

Geometry as XYZ:
```
11
Properties=species:S:1:pos:R:3:nbo_charge:R:1
Cl 0.301 -2.477 0.565 0.0242
N 0.428 -0.876 -0.584 -0.1624
C -0.894 -0.167 -0.344 -0.0795
N -0.478 0.949 0.473 -0.5719
C 0.860 0.980 0.429 0.3279
Br 1.844 2.206 1.316 0.3078
N 1.422 -0.049 -0.152 -0.3168
H 0.514 -1.500 -1.362 0.4774
H -1.785 -0.687 0.176 0.2863
H -1.186 -0.041 -1.418 0.2412
H -1.026 1.661 0.900 0.4657
```

* energy above the lowest of the compared OMol25 structures with the same formula, charge and spin: 15.11 kcal/mol
* frontier orbital gap: 0.3151 hartree
* LUMO energy: -6.27 eV
* total charge: +1
* total energy: -89163.8248 eV
* structure (SMILES): Cl[N@H+]1CNC(Br)=N1

=====

5.
C38H58IrN3O2 as an isolated structure in a non-equilibrium geometry. Source: the OMol25 dataset; level of theory: wB97M-V/def2-TZVPD.

Geometry as XYZ:
```
102
Properties=species:S:1:pos:R:3:mulliken_spin:R:1
Ir -0.165 0.166 0.397 1.0712
C 4.885 -0.392 -4.396 0.0498
C 3.746 -1.385 -4.733 0.0547
C 4.363 -2.718 -5.155 0.0047
C 2.917 -0.823 -5.911 0.0411
C 2.867 -1.501 -3.518 0.1360
C 2.208 -0.336 -3.039 0.1888
C 1.468 -0.353 -1.877 -0.0388
N 0.812 0.695 -1.259 0.3369
C 0.738 2.041 -1.543 -0.0261
C 1.420 2.767 -2.503 0.1825
C 1.200 4.160 -2.684 0.1868
C 0.283 4.800 -1.858 0.0894
C -0.415 4.159 -0.841 0.0833
C -0.161 2.748 -0.652 0.2424
O -0.704 2.068 0.301 0.2305
C -1.406 4.915 0.030 0.0745
C -1.496 6.382 -0.400 0.0027
C -0.946 4.887 1.507 0.0340
C -2.814 4.293 -0.108 0.0387
C 1.948 4.879 -3.775 0.0389
C 3.465 4.613 -3.625 0.0348
C 1.726 6.392 -3.752 0.0057
C 1.471 4.318 -5.133 0.0448
C 1.313 -1.612 -1.164 0.2918
O 0.607 -1.600 -0.080 0.3250
C 1.906 -2.821 -1.692 0.0994
C 2.677 -2.703 -2.838 0.0631
C 1.675 -4.176 -1.038 0.0447
C 2.374 -5.291 -1.820 0.0009
C 2.242 -4.182 0.397 0.0538
C 0.159 -4.480 -1.022 0.0366
H 5.527 -0.281 -5.269 0.0035
H 5.490 -0.769 -3.570 -0.0021
H 4.511 0.597 -4.124 -0.0084
H 4.970 -2.564 -6.045 -0.0004
H 3.599 -3.457 -5.403 -0.0001
H 5.017 -3.123 -4.380 -0.0002
H 3.553 -0.768 -6.793 0.0031
H 2.532 0.180 -5.717 -0.0044
H 2.076 -1.482 -6.137 -0.0002
H 2.281 0.563 -3.626 0.0655
H 2.168 2.299 -3.121 0.1234
H 0.121 5.856 -2.004 0.0056
H -0.540 6.894 -0.273 0.0004
H -2.229 6.888 0.226 -0.0005
H -1.823 6.481 -1.436 0.0005
H 0.081 5.244 1.607 -0.0026
H -1.023 3.892 1.933 -0.0002
H -1.590 5.545 2.088 0.0012
H -3.167 4.358 -1.138 -0.0038
H -3.511 4.844 0.523 0.0004
H -2.824 3.253 0.209 -0.0035
H 3.830 4.992 -2.669 -0.0004
H 3.991 5.135 -4.422 0.0035
H 3.721 3.555 -3.703 -0.0025
H 2.062 6.835 -2.813 -0.0002
H 0.679 6.653 -3.921 -0.0003
H 2.297 6.848 -4.559 -0.0004
H 1.678 3.250 -5.238 -0.0072
H 1.991 4.843 -5.933 0.0033
H 0.399 4.477 -5.260 -0.0018
H 3.142 -3.591 -3.235 0.0073
H 3.456 -5.148 -1.838 0.0003
H 2.003 -5.361 -2.844 0.0009
H 2.176 -6.243 -1.331 -0.0003
H 3.307 -3.943 0.393 -0.0036
H 2.118 -5.176 0.827 0.0001
H 1.723 -3.468 1.029 -0.0140
H -0.254 -4.451 -2.032 -0.0043
H -0.382 -3.775 -0.393 -0.0118
H -0.001 -5.481 -0.624 0.0014
C 2.445 2.028 2.142 0.0480
C 2.043 1.305 3.444 0.0378
C 3.280 0.902 4.239 0.0082
C 1.105 0.179 3.136 0.0533
C -0.210 0.479 2.650 0.1153
C -1.145 -0.552 2.389 -0.1272
C -0.799 -1.898 2.658 0.2086
C -1.792 -2.994 2.530 0.0192
C 0.506 -2.168 3.118 0.1134
C 1.432 -1.165 3.338 0.0659
H 3.077 2.881 2.385 0.0003
H 1.573 2.396 1.596 0.0096
H 3.016 1.350 1.502 0.0003
H 1.475 2.025 4.047 0.0103
H 3.954 0.276 3.648 -0.0012
H 3.019 0.374 5.156 -0.0012
H 3.836 1.795 4.517 -0.0002
H -0.565 1.499 2.749 0.0322
H -2.195 -0.302 2.282 -0.0040
H -2.090 -3.330 3.530 0.0194
H -1.356 -3.866 2.039 0.0039
H -2.692 -2.678 2.008 0.0042
H 0.776 -3.194 3.340 -0.0115
H 2.412 -1.428 3.711 0.0025
N -1.965 0.139 -2.313 0.0167
N -2.105 -0.357 -0.989 0.2165
H -2.812 0.577 -2.648 0.0038
H -1.689 -0.597 -2.944 0.0002
H -2.312 -1.352 -0.957 -0.0072
H -2.858 0.132 -0.521 -0.0072
```

* energy above the lowest of the compared OMol25 structures with the same formula, charge and spin: 0.00 kcal/mol
* frontier orbital gap (alpha / beta): 0.2918 / 0.2057 hartree
* spin multiplicity: 6
* LUMO energy (alpha / beta): -8.29 / -11.92 eV
* ⟨S²⟩: 8.814
* total charge: +3
* total energy: -51723.4313 eV

=====

6.
A 2-piece molecular cluster, C11H16F2NO3S overall. Source: the OMol25 dataset; level of theory: wB97M-V/def2-TZVPD.

Geometry as XYZ:
```
34
Properties=species:S:1:pos:R:3:nbo_charge:R:1
C 1.629 -2.380 0.665 -0.6900
C 2.191 -1.075 0.150 -0.0001
C 3.275 -1.079 -0.730 -0.2218
C 3.816 0.087 -1.244 -0.2236
C 3.263 1.310 -0.884 -0.2439
C 2.192 1.334 -0.012 -0.2173
C 1.646 0.164 0.518 0.0464
C 0.489 0.313 1.483 -0.3101
N -0.653 0.971 0.779 -0.6852
C -1.140 0.126 -0.353 -0.2673
C -2.167 0.828 -1.247 -0.4461
C -3.311 -0.080 -1.741 -0.0474
O -3.604 -1.159 -0.880 -0.7128
S -1.832 1.453 1.799 2.5440
O -1.293 1.749 3.082 -0.9208
O -3.077 0.782 1.649 -0.9136
F -2.099 2.886 1.152 -0.5136
H 0.722 -2.190 1.266 0.3198
H 1.346 -3.022 -0.174 0.2073
H 2.394 -2.919 1.232 0.1966
H 3.709 -2.032 -1.021 0.1979
H 4.662 0.033 -1.919 0.1971
H 3.674 2.234 -1.274 0.1986
H 1.761 2.291 0.264 0.2082
H 0.151 -0.629 1.929 0.3034
H 0.820 0.979 2.281 0.2163
H -1.503 -0.823 0.058 0.2974
H -0.255 -0.106 -0.944 0.2077
H -2.598 1.696 -0.757 0.2119
H -1.662 1.217 -2.138 0.1953
H -3.083 -0.513 -2.718 0.1590
H -4.194 0.556 -1.881 0.1512
H -4.234 -0.888 -0.208 0.4778
F -1.038 -2.115 1.816 -0.9222
```

* frontier orbital gap: 0.2915 hartree
* LUMO energy: 3.14 eV
* total charge: -1
* total energy: -35570.2322 eV

=====

7.
A 2-piece molecular cluster, C2H4F2 overall in a non-equilibrium geometry. Source: the OMol25 dataset; level of theory: wB97M-V/def2-TZVPD.

Geometry as XYZ:
```
8
Properties=species:S:1:pos:R:3:nbo_charge:R:1
C -0.662 -0.071 0.455 -0.7200
C 0.657 -0.076 -0.250 0.7073
F 1.434 -1.052 0.163 -0.3243
F 1.190 1.154 -0.008 -0.3649
H -1.318 -0.858 0.148 0.2343
H -0.470 0.069 1.477 0.2303
H -1.277 0.682 0.009 0.2366
H 0.446 0.152 -1.993 0.0007
```

* energy above the lowest of the compared OMol25 structures with the same formula, charge and spin: 66.63 kcal/mol
* frontier orbital gap: 0.4009 hartree
* LUMO energy: 0.52 eV
* total energy: -7570.9984 eV

=====

8.
A 2-piece molecular cluster, CBrClFNO2 overall in a non-equilibrium geometry. Source: the OMol25 dataset; level of theory: wB97M-V/def2-TZVPD.

Geometry as XYZ:
```
7
Properties=species:S:1:pos:R:3:nbo_charge:R:1
C 1.692 0.086 0.143 0.2513
N -2.325 0.062 0.332 0.5276
O -1.301 0.296 0.854 -0.2664
O -2.729 -0.882 -0.245 -0.2592
F 1.104 0.042 -1.056 -0.3335
Cl 1.989 1.753 0.570 0.0221
Br 3.230 -1.083 0.050 0.0581
```

* energy above the lowest of the compared OMol25 structures with the same formula, charge and spin: 49.83 kcal/mol
* frontier orbital gap (alpha / beta): 0.3428 / 0.2829 hartree
* LUMO energy (alpha / beta): -1.38 / -1.80 eV
* total energy: -91898.7693 eV